# 1
C4H8O2 | ωB97M-V/def2-TZVPD

The geometry in XYZ format:
```
14
Properties=species:S:1:pos:R:3:forces:R:3:mulliken_charge:R:1
C -1.907 -1.932 -0.475 0.1677 -0.0080 -0.1180 -0.140
O -0.979 -1.575 -1.154 -0.3483 -0.1464 0.2077 -0.370
C 0.998 0.486 0.090 -0.1725 -0.0016 0.1640 0.070
C 1.267 1.632 -0.838 -0.0024 0.0845 -0.0176 -1.063
C 0.250 0.577 1.185 0.1739 0.2441 -0.2328 -0.197
O -0.178 -0.484 1.937 0.0723 -0.1279 -0.0291 -0.510
H -2.243 -2.988 -0.469 0.0081 0.1025 -0.0030 0.258
H 0.051 -1.285 1.448 0.0502 0.0072 0.1528 0.287
H -2.460 -1.237 0.187 0.0904 -0.0109 -0.1257 0.258
H 1.337 -0.502 -0.221 -0.0647 0.1125 -0.0166 0.256
H 0.769 1.438 -1.796 0.1088 0.0970 0.1009 0.234
H 0.866 2.569 -0.437 0.0690 -0.1270 -0.0456 0.314
H 2.333 1.779 -1.048 -0.1354 -0.0751 0.0784 0.285
H -0.103 1.522 1.591 -0.0171 -0.1509 -0.1154 0.318
```
Forces are in eV/Å.

Its SMILES is C/C=C/O.C=O. The calculation puts the total energy at -307.626734 a.u. The HOMO-LUMO gap comes out at 0.335 hartree. The relative energy (zero: lowest compared OMol25 entry of this formula, charge and spin) is 53.8 kcal/mol. The HOMO energy comes out at -8.5 eV.

# 2
C27H69N3O9 | ωB97M-V/def2-TZVPD

The geometry in XYZ format:
```
108
Properties=species:S:1:pos:R:3:forces:R:3:mulliken_charge:R:1
C 8.903 -4.607 19.358 -0.0989 -0.4458 -0.5448 -0.616
O 10.251 -4.763 19.017 0.9564 0.0936 -0.8078 -0.357
C 11.136 -4.485 20.063 -0.1737 -1.8922 1.6522 -0.315
C 11.037 -5.704 21.097 0.1804 1.1160 0.1065 -0.893
N 11.304 -7.030 20.527 -0.6806 0.1043 0.9199 -0.273
C 12.262 -7.788 21.377 0.1638 -0.0454 -2.0112 -0.588
C 12.711 -9.156 20.665 -0.8848 2.4506 0.7867 -0.400
O 13.581 -9.874 21.438 0.1159 -1.4701 0.9707 -0.362
C 14.685 -9.286 22.034 1.3456 -0.1580 -0.4854 -0.757
H 8.698 -3.536 19.386 -0.5163 -0.0150 0.4007 0.212
H 8.644 -5.176 20.251 -0.0318 0.4609 0.3475 0.294
H 8.335 -5.097 18.567 -0.0592 0.3334 -0.1772 0.250
H 10.955 -3.522 20.540 -0.5480 0.0782 0.3311 0.288
H 12.169 -4.380 19.729 -0.0697 -0.4525 -0.6075 0.319
H 10.097 -5.698 21.650 -0.6030 0.0005 -0.5654 0.320
H 11.669 -5.492 21.960 0.9264 0.0711 -0.1468 0.408
H 11.589 -6.917 19.564 0.3357 -0.2674 0.0171 0.251
H 11.909 -7.959 22.394 -0.5857 -0.2433 -0.2057 0.300
H 13.055 -7.050 21.493 1.0390 -0.6175 0.2191 0.426
H 13.165 -8.920 19.702 0.0001 0.1934 -0.3297 0.310
H 11.858 -9.816 20.513 -0.1510 0.3094 -0.1103 0.305
H 15.153 -8.514 21.422 -0.2641 0.4401 -0.1154 0.341
H 15.448 -10.064 22.046 0.0309 -0.1300 0.3478 0.283
H 14.557 -8.926 23.055 -0.4208 0.1131 0.0086 0.248
C 7.963 4.134 16.339 1.1652 -0.2276 -0.7839 -0.407
O 8.224 4.528 14.995 -1.3711 0.8358 0.6321 -0.490
C 9.421 4.088 14.418 -1.8888 -0.3668 -0.4487 -0.551
C 10.635 4.643 15.068 0.4747 0.4493 -1.1232 0.367
N 11.772 4.289 14.237 1.7369 -0.2310 -0.1100 -0.169
C 13.007 5.041 14.542 0.3913 0.3164 0.8103 -0.980
C 13.214 5.098 16.078 0.1458 1.7516 -0.3499 -0.327
O 12.335 6.058 16.730 0.5255 -0.1218 -2.2627 -0.410
C 12.044 5.869 18.050 -0.7850 -0.3924 1.3543 -0.326
H 8.624 4.698 16.997 -0.2460 0.1647 0.3979 0.138
H 8.260 3.088 16.422 -0.2851 -0.3432 0.3278 0.108
H 6.910 4.276 16.579 0.1956 0.0811 -0.1463 0.330
H 9.292 4.485 13.411 0.6059 0.1044 -0.2665 0.347
H 9.305 3.012 14.289 0.8394 -0.4781 0.3425 0.253
H 10.828 4.283 16.079 -0.3186 0.1040 -0.0231 -0.637
H 10.525 5.727 15.028 -0.2381 0.1584 0.7160 0.481
H 11.640 4.437 13.247 -0.7893 0.0832 -0.0210 0.280
H 13.075 5.967 13.972 -0.5760 0.7665 0.6484 0.441
H 13.906 4.575 14.138 -0.1061 -0.9178 0.1135 0.438
H 14.149 5.524 16.441 0.7705 -0.7455 -0.8314 0.558
H 13.175 4.034 16.312 -0.5260 -0.0321 0.9986 0.136
H 12.845 5.486 18.682 0.3263 -0.5549 -0.2371 0.242
H 11.162 5.229 18.077 0.0016 -0.3009 0.6565 0.000
H 11.787 6.798 18.560 -0.2063 0.3141 -0.4789 0.356
C 10.231 4.252 20.337 0.6702 0.5370 0.2063 -0.590
O 10.316 5.519 20.998 0.0686 -0.0472 -0.5480 -0.370
C 11.438 5.712 21.901 -1.7544 0.4590 -1.3070 -0.260
C 11.027 6.943 22.712 -0.2347 -0.2878 -0.4907 -0.458
N 12.056 7.387 23.611 -0.3621 0.2341 1.8546 -0.394
C 11.617 8.409 24.586 1.5586 1.8444 -0.9752 -0.881
C 11.060 9.732 23.971 -0.5130 -0.7007 -0.7835 -0.513
O 11.961 10.362 23.032 -0.3167 0.1556 0.3112 -0.344
C 11.331 11.291 22.099 0.3102 -1.0587 0.8078 -0.663
H 11.174 3.892 19.923 0.3572 0.1533 0.3162 0.040
H 9.620 4.376 19.443 -0.5022 -0.0142 0.3656 0.256
H 9.868 3.484 21.020 -0.3047 -0.0930 -0.0402 0.454
H 12.305 5.951 21.284 0.4899 -0.5794 0.2751 0.134
H 11.441 4.787 22.477 0.9944 0.2668 0.3989 0.332
H 10.086 6.607 23.148 0.1057 0.3733 0.8413 0.298
H 10.775 7.818 22.112 -0.3493 -0.4215 -0.9589 0.223
H 12.749 7.906 23.091 0.2269 -0.3143 -0.3843 0.351
H 12.547 8.807 24.993 0.2175 -0.5274 0.6720 0.376
H 10.966 8.115 25.410 -0.0484 -0.4580 -0.3112 0.383
H 10.802 10.408 24.786 -0.0125 0.1775 0.0249 0.452
H 10.149 9.418 23.461 -0.3953 0.5175 -0.2828 0.369
H 12.094 11.772 21.488 0.1980 -0.4804 0.0305 0.240
H 10.808 12.117 22.581 -0.2561 -0.2073 0.3660 0.281
H 10.657 10.683 21.495 -0.2012 0.3674 -0.2662 0.285
C 10.935 0.270 19.253 -0.7201 0.6976 -0.6010 -1.532
C 11.484 0.854 17.932 0.7439 0.6478 0.5338 0.933
C 10.625 0.868 16.698 -0.5658 -1.3490 -0.5436 -1.269
O 11.827 2.227 18.186 0.2911 0.1710 0.9432 -0.008
H 9.927 0.673 19.351 -0.4754 -0.5291 -0.1911 0.471
H 11.353 0.638 20.190 0.8779 0.0433 -0.4185 0.326
H 10.966 -0.820 19.261 -0.2437 0.0604 -0.0781 0.182
H 12.387 0.333 17.612 0.3741 -0.1256 0.3968 0.195
H 9.555 0.738 16.857 -0.0724 0.4029 0.1905 0.338
H 10.933 0.031 16.071 -0.1547 -0.0723 -0.1656 0.371
H 10.852 1.744 16.090 -0.2496 0.0054 0.0309 0.139
H 11.931 2.665 17.338 0.0947 -0.0035 -0.0102 -0.169
C 14.138 0.297 20.549 0.5641 -0.7613 1.4434 -1.123
C 14.499 1.610 21.255 1.0405 -0.2987 -0.5285 0.696
C 15.860 2.091 20.805 1.2951 0.7092 0.4214 -1.566
O 13.484 2.546 21.100 -0.7628 0.6996 -0.4422 -0.411
H 13.575 -0.261 21.297 -0.7883 -0.1978 -0.5775 0.259
H 15.000 -0.352 20.394 0.3803 0.2576 -0.0291 0.462
H 13.665 0.384 19.571 -0.2471 0.3332 0.2940 0.103
H 14.580 1.554 22.341 -0.0291 -0.7861 0.0698 0.289
H 16.655 1.550 21.318 -0.1005 -0.5937 0.0320 0.432
H 16.072 3.095 21.173 -0.4005 0.3448 -0.2221 0.385
H 16.137 2.044 19.752 -0.5651 -0.0017 -0.2137 0.324
H 13.182 2.462 20.192 -0.3749 0.3009 -0.3701 0.032
C 10.851 1.210 12.241 1.0672 -0.7085 -0.0778 -1.025
C 12.343 1.234 12.634 -0.6464 -0.0105 0.6319 0.201
C 13.202 2.266 11.905 0.4087 -0.4485 0.6271 -1.026
O 12.363 1.560 14.045 0.4934 -0.7931 -0.8971 -0.426
H 10.702 0.627 11.332 -0.1433 0.4294 -0.3151 0.417
H 10.541 2.252 12.162 -0.3659 -0.1210 -0.2527 0.163
H 10.283 0.699 13.018 0.0278 0.1599 0.0867 0.225
H 12.871 0.282 12.579 -0.4363 -0.2659 -0.2471 0.391
H 13.515 2.068 10.880 -0.4582 -0.2026 -0.0615 0.393
H 14.100 2.193 12.519 0.3358 0.6504 -0.1886 0.301
H 12.765 3.261 11.986 0.1175 0.0191 -0.1397 0.155
H 12.037 2.462 14.026 -0.1073 0.9951 0.8313 0.200
```
Forces are in eV/Å.

Its SMILES is COCCNCCOC.COCCNCCOC.COCCNCCOC.CC(C)O.CC(C)O.CC(C)O. The calculation puts the total energy at -1911.259204 a.u. The HOMO-LUMO gap comes out at 0.339 hartree. The relative energy (zero: lowest compared OMol25 entry of this formula, charge and spin) is 117.6 kcal/mol. The HOMO energy comes out at -8.6 eV.